Entry 1:
Formula: C22H28N8O2RhS
Source: the OMol25 dataset
Level of theory: the ωB97M-V functional and the def2-TZVPD basis

CARTESIAN COORDINATES (ANGSTROEM)
Rh -0.27 -0.71 0.52
O -0.25 -2.69 0.59
C -0.34 -3.40 1.69
C -0.29 -4.81 1.55
C -0.40 -5.63 2.63
C -0.57 -5.11 3.93
C -0.61 -3.76 4.10
C -0.49 -2.87 2.99
C -0.54 -1.48 3.30
N -0.43 -0.51 2.44
N -0.49 0.80 2.93
C -0.52 1.64 1.94
O -0.57 1.29 0.67
C -0.50 3.10 2.23
C -0.30 3.57 3.52
C -0.27 4.93 3.77
C -0.44 5.83 2.72
C -0.64 5.37 1.43
C -0.67 4.00 1.18
H -0.15 -5.21 0.55
H -0.36 -6.71 2.49
H -0.68 -5.77 4.78
H -0.76 -3.33 5.08
H -0.66 -1.17 4.34
H -0.18 2.86 4.33
H -0.11 5.30 4.77
H -0.41 6.90 2.92
H -0.77 6.07 0.62
H -0.85 3.63 0.18
C 2.22 3.17 -0.95
N 1.79 1.90 -0.39
C 2.54 0.83 -0.20
N 3.79 0.79 -0.67
S 2.00 -0.58 0.66
H 1.75 3.97 -0.37
H 1.91 3.27 -1.99
H 3.29 3.30 -0.88
H 0.82 1.81 -0.08
H 4.23 1.57 -1.12
H 4.36 -0.01 -0.45
C 0.72 -1.49 -2.28
N -0.45 -0.86 -1.60
C -1.65 -1.73 -1.89
N -1.88 -1.87 -3.30
C -0.69 -2.46 -3.92
N 0.50 -1.63 -3.70
C 0.25 -0.31 -4.28
N -0.93 0.33 -3.67
C -0.70 0.47 -2.25
C -2.09 -0.54 -3.89
H 0.89 -2.46 -1.82
H 1.60 -0.86 -2.11
H -2.52 -1.27 -1.41
H -1.46 -2.70 -1.44
H -0.86 -2.56 -4.99
H -0.52 -3.45 -3.49
H 0.09 -0.40 -5.35
H 1.12 0.33 -4.11
H -1.57 0.92 -1.78
H 0.17 1.10 -2.08
H -2.24 -0.66 -4.97
H -2.97 -0.08 -3.45

Its net charge is +1. For the highest occupied orbital energy (spin up / spin down), the calculation gives -10.71 / -10.71 eV. As for the frontier orbital gap (spin up / spin down): 0.2359 / 0.2359 hartree.

=====

Entry 2:
Formula: C22H29BrN2O4
Source: the OMol25 dataset
Level of theory: the ωB97M-V functional and the def2-TZVPD basis

CARTESIAN COORDINATES (ANGSTROEM)
C 3.79 2.26 -1.70
H 4.30 2.88 -1.00
H 3.95 2.90 -2.75
C 4.58 0.93 -1.91
H 5.60 1.00 -2.22
H 4.10 0.28 -2.67
C 4.31 0.00 -0.43
N 2.99 -0.23 -0.54
H 2.67 -0.85 -1.26
C 2.69 -0.87 0.86
C 1.10 -0.66 1.02
C 0.31 0.40 1.06
C -0.94 0.10 1.20
C -1.62 -0.84 1.31
C -0.93 -2.13 0.93
C 0.39 -2.09 1.06
H 1.07 -3.13 0.85
O -1.70 -3.31 1.07
C -0.90 -4.37 0.72
H -0.48 -4.44 -0.05
H -0.36 -4.71 1.51
H -1.91 -5.14 0.90
O -2.99 -0.95 1.49
C -3.77 0.08 2.13
H -3.23 0.60 2.62
H -4.61 -0.34 2.21
C -3.88 0.99 0.95
O -3.87 2.51 1.25
N -4.12 0.71 -0.20
H -3.92 -0.28 -0.43
C -4.05 1.76 -1.49
C -3.70 0.89 -2.85
C -2.38 0.16 -2.51
C -2.48 -1.40 -2.53
C -1.34 -2.08 -2.33
C -0.05 -1.17 -2.14
C 0.00 0.01 -2.35
C -1.19 0.77 -2.09
H -1.15 1.87 -2.34
H 0.80 0.64 -1.94
H 0.89 -2.03 -1.89
H -1.50 -3.02 -2.10
H -3.50 -1.82 -2.62
H -3.58 1.52 -3.49
H -4.59 0.32 -3.09
H -4.91 2.02 -1.56
H -3.28 2.36 -1.18
H -1.36 1.06 1.50
Br 1.31 2.08 1.11
H 2.94 -0.11 1.69
H 3.08 -1.79 0.97
H 4.70 0.80 0.21
C 5.56 -1.02 -0.76
O 5.56 -1.86 0.66
H 5.95 -1.23 1.34
H 6.40 -0.63 -0.79
H 4.97 -1.88 -1.45
H 2.62 2.07 -1.49

Its net charge is 0. For the highest occupied orbital energy, the calculation gives -8.39 eV. As for the frontier orbital gap: 0.3244 hartree.